Molecular formula: C33H32BrN5O3RuS
Method: DFT, the ωB97M-V functional and the def2-TZVPD basis

Its net charge is -1. The energy relative to the best compared isomer or geometry (same formula, charge and spin) comes out at 41.32 kJ/mol. As for the spin multiplicity: 2. The calculation puts the LUMO energy (alpha / beta) at 2.28 / 2.28 eV. The calculation puts the energy at -131796.83615 eV. As for the orbital gap (alpha / beta): 5.247 / 6.063 eV.

CARTESIAN COORDINATES (ANGSTROEM)
Ru  0.762237  0.927986  0.710506
N  -0.870319  1.975432  1.549874
C  -1.529755  2.903372  0.606978
C  -0.586146  4.015837  0.162727
C  0.401696  3.639590  -0.944883
O  0.438825  4.313966  -1.966186
O  1.166401  2.627803  -0.705806
H  -1.538843  1.276120  1.863081
H  -0.584661  2.494921  2.376391
H  -2.413783  3.348785  1.077306
H  -1.859214  2.310485  -0.246585
H  -0.005762  4.361298  1.027176
H  -1.169888  4.859692  -0.202350
C  -0.463422  0.087950  -0.523773
C  -1.254174  -0.461814  -1.308962
C  -2.111929  -1.045773  -2.224264
C  -3.443906  -0.443010  -2.397556
C  -4.091800  0.146245  -1.302984
C  -5.322645  0.764205  -1.439026
C  -5.949421  0.821483  -2.678267
C  -5.317721  0.255570  -3.777337
C  -4.086288  -0.366293  -3.640518
C  -1.683178  -2.215247  -2.977700
C  -2.571924  -3.048879  -3.681025
C  -2.125734  -4.168686  -4.363172
C  -0.779346  -4.510408  -4.368119
C  0.112395  -3.711654  -3.658660
C  -0.325852  -2.592152  -2.977403
H  -3.599578  0.106264  -0.338854
H  -5.799082  1.204484  -0.570795
H  -6.911107  1.307252  -2.786702
H  -5.780861  0.311306  -4.755604
H  -3.595044  -0.771997  -4.515712
H  -3.631455  -2.832477  -3.666891
H  -2.843095  -4.790267  -4.886793
H  -0.433597  -5.387965  -4.899822
H  1.163725  -3.976028  -3.628906
H  0.368091  -1.991745  -2.401035
C  3.287742  -1.818358  -3.246684
N  2.964664  -1.528613  -1.870851
C  2.489300  -0.336352  -1.420246
N  2.142881  0.586892  -2.337978
O  2.440037  -0.136910  -0.193207
H  3.664471  -2.836904  -3.308535
H  4.047841  -1.139957  -3.644480
H  2.401319  -1.765302  -3.884397
H  3.242344  -2.158108  -1.138841
H  1.889546  0.289084  -3.263676
H  1.673996  1.419451  -1.962508
N  3.579828  2.811373  0.504242
C  3.344709  2.397196  1.760681
N  2.223529  1.882895  2.178127
C  2.250365  1.700758  3.561017
C  1.204707  1.213330  4.341372
C  1.391966  1.060202  5.702997
C  2.608486  1.379210  6.306651
C  3.658385  1.865204  5.546136
C  3.460826  2.026978  4.182942
S  4.573450  2.647160  2.995130
H  2.811426  2.677653  -0.165161
H  4.526009  2.805647  0.168801
H  0.281879  0.905870  3.870617
H  0.584419  0.662029  6.303742
H  2.736684  1.240615  7.372291
H  4.607086  2.116794  6.002706
Br  0.124491  -4.136878  5.155722
C  0.286074  -2.754023  3.844690
C  1.542323  -2.303662  3.475419
C  1.643299  -1.283786  2.539206
C  0.527703  -0.662415  1.943385
C  -0.712715  -1.209161  2.321114
C  -0.850221  -2.224812  3.262632
H  2.428732  -2.737144  3.922632
H  2.637686  -0.938125  2.272077
H  -1.620842  -0.855083  1.837734
H  -1.828266  -2.608403  3.526152

Atoms 1-3, force components in eV/Å:
Ru -0.12 -0.02 0.01
N 0.03 -0.04 -0.04
C 0.02 -0.01 0.01


Molecular formula: C33H32N
Method: DFT, the ωB97M-V functional and the def2-TZVPD basis

Its net charge is +1. The energy relative to the best compared isomer or geometry (same formula, charge and spin) comes out at 0.00 kJ/mol. The calculation puts the LUMO energy at -4.89 eV. The calculation puts the energy at -36223.40175 eV. As for the orbital gap: 4.787 eV.

CARTESIAN COORDINATES (ANGSTROEM)
C  -3.293484  -4.324672  -0.344463
C  -1.937067  -4.585821  -0.585046
C  -0.959871  -3.796514  0.006413
C  -1.309283  -2.713941  0.850681
C  -0.276717  -1.848152  1.375591
C  -0.445934  -1.003530  2.455773
N  0.557392  -0.587552  3.243609
C  0.313586  0.200486  4.443067
C  1.696500  0.406407  5.085354
C  2.688134  -0.470266  4.300903
C  1.889471  -1.161678  3.177088
C  -2.680186  -2.484620  1.115195
C  -3.656364  -3.277528  0.511926
H  -4.058270  -4.940995  -0.817530
H  -1.643287  -5.399155  -1.253872
H  0.098333  -3.973503  -0.202629
H  0.744613  -2.055055  1.043745
H  -1.437343  -0.604036  2.697181
H  -0.184317  1.152306  4.199565
H  -0.352116  -0.347055  5.130984
H  1.982383  1.461716  5.025986
H  1.663745  0.117301  6.139346
H  3.490390  0.136514  3.866052
H  3.146579  -1.225990  4.946308
H  1.859843  -2.252515  3.338412
H  2.353158  -0.996170  2.191955
H  -2.963227  -1.669661  1.784961
H  -4.711600  -3.074598  0.709057
C  2.959367  4.837353  2.039863
C  3.246925  3.467888  1.941385
C  2.295036  2.585971  1.434557
C  0.999170  3.045429  1.109379
C  -0.016589  2.132569  0.587900
C  0.380292  1.051207  -0.218905
C  -0.458790  0.041540  -0.646637
C  -0.129037  -0.862069  -1.720086
C  -1.153175  -1.625457  -2.332970
C  -0.846477  -2.596738  -3.275790
C  0.485760  -2.803729  -3.663703
C  1.504006  -2.019803  -3.107479
C  1.204850  -1.054079  -2.146217
C  -1.423136  2.400204  0.866531
C  -2.422172  2.263936  -0.120631
C  -3.753739  2.562966  0.164255
C  -4.133829  2.903200  1.468193
C  -3.157787  3.015097  2.469722
C  -1.814420  2.834857  2.157028
C  0.722406  4.429841  1.221786
C  1.703055  5.320864  1.641730
H  3.715371  5.533465  2.407671
H  4.222107  3.087242  2.251731
H  2.536779  1.526241  1.313220
H  1.436108  1.003345  -0.486474
H  -1.497698  0.048445  -0.318999
H  -2.188870  -1.463521  -2.021346
H  -1.644289  -3.213968  -3.698059
H  0.728008  -3.567688  -4.402131
H  2.543750  -2.158142  -3.413894
H  2.002642  -0.454683  -1.701935
H  -2.135566  1.959824  -1.131238
H  -4.495902  2.517715  -0.633986
H  -5.182506  3.092359  1.704153
H  -3.441893  3.259399  3.495257
H  -1.043941  3.018729  2.913930
H  -0.269039  4.794713  0.936992
H  1.480424  6.388587  1.666184

Atoms 1-3, force components in eV/Å:
C 0.30 0.01 0.02
C -0.39 0.03 0.06
C -0.06 0.63 0.25


- Which of these has the lowest net charge?
  C33H32BrN5O3RuS